Entry 1:
{
  "formula": "C30H28CuN6O3S4",
  "method": "ωB97M-V/def2-TZVPD",
  "species": ["Cu", "O", "C", "N", "C", "C", "O", "N", "C", "C", "C", "C", "C", "C", "C", "C", "C", "C", "C", "C", "H", "H", "H", "H", "H", "H", "H", "H", "H", "H", "H", "C", "S", "O", "C", "C", "C", "C", "C", "C", "H", "H", "H", "H", "H", "H", "H", "H", "S", "C", "S", "C", "N", "N", "C", "C", "C", "C", "C", "C", "S", "H", "H", "H", "H", "H", "N", "N", "H", "H", "H", "H"],
  "coordinates": [[18.950, 7.823, 7.893], [21.069, 7.669, 9.925], [21.554, 8.109, 8.883], [22.800, 8.638, 8.692], [23.111, 8.721, 7.268], [21.731, 8.468, 6.642], [21.472, 8.464, 5.424], [20.854, 8.267, 7.684], [24.013, 7.544, 6.842], [24.996, 7.011, 7.759], [25.618, 5.828, 7.526], [25.296, 5.093, 6.397], [24.354, 5.585, 5.508], [23.839, 6.873, 5.635], [23.730, 10.044, 6.789], [22.935, 11.049, 6.213], [23.447, 12.309, 6.064], [24.803, 12.572, 6.406], [25.641, 11.537, 6.839], [25.065, 10.253, 7.082], [23.539, 8.644, 9.439], [25.324, 7.587, 8.672], [26.331, 5.507, 8.283], [25.786, 4.132, 6.313], [24.085, 5.016, 4.637], [23.248, 7.290, 4.850], [21.869, 10.853, 5.986], [22.840, 13.079, 5.572], [25.142, 13.621, 6.367], [26.717, 11.641, 7.017], [25.700, 9.373, 7.357], [17.879, 14.257, 7.563], [18.424, 12.476, 7.355], [19.649, 12.529, 6.473], [17.129, 11.873, 6.368], [15.877, 11.500, 6.973], [14.828, 11.080, 6.185], [15.043, 10.859, 4.804], [16.215, 11.218, 4.202], [17.331, 11.664, 5.030], [18.039, 14.850, 6.688], [18.542, 14.711, 8.339], [16.821, 14.289, 7.933], [15.841, 11.626, 8.103], [13.784, 11.002, 6.534], [14.235, 10.431, 4.155], [16.427, 11.216, 3.138], [18.353, 11.776, 4.653], [13.428, 6.150, 5.827], [14.248, 7.120, 6.879], [15.967, 6.832, 7.172], [15.973, 8.092, 8.419], [14.810, 8.601, 8.603], [13.854, 8.089, 7.792], [12.575, 8.657, 7.942], [11.383, 8.008, 7.584], [10.171, 8.680, 7.788], [10.100, 9.938, 8.382], [11.291, 10.543, 8.799], [12.470, 9.941, 8.480], [17.393, 8.602, 9.232], [11.437, 7.018, 7.230], [9.252, 8.192, 7.505], [9.132, 10.372, 8.603], [11.341, 11.493, 9.331], [13.434, 10.384, 8.805], [19.832, 5.013, 7.345], [19.411, 6.260, 6.751], [19.057, 4.610, 7.837], [20.552, 5.277, 8.046], [18.608, 6.046, 6.202], [20.153, 6.510, 6.088]],
  "total_charge": -1,
  "e_homo_ev": -4.57,
  "spin_multiplicity": 1
}

Entry 2:
{
  "formula": "C4H17N3O2",
  "method": "ωB97M-V/def2-TZVPD",
  "species": ["C", "C", "C", "N", "C", "N", "N", "H", "H", "H", "H", "H", "H", "H", "H", "H", "H", "H", "H", "H", "H", "H", "O", "H", "H", "O"],
  "coordinates": [[-0.082, 0.105, -2.470], [-0.569, -0.426, -1.153], [-0.204, 0.551, 0.012], [1.373, 1.515, 2.009], [0.682, 0.388, 2.261], [0.015, -0.164, 1.254], [-1.158, -0.189, -3.601], [0.893, -0.328, -2.804], [0.122, 1.187, -2.439], [-1.689, -0.534, -1.150], [-0.209, -1.436, -0.933], [0.720, 1.073, -0.256], [-1.054, 1.195, 0.175], [2.044, 1.663, 2.806], [0.980, 2.175, 1.357], [0.617, -0.073, 3.246], [-0.604, -0.936, 1.458], [-1.087, -1.223, -3.673], [-0.923, 0.304, -4.465], [-2.068, 0.105, -3.243], [-3.213, -0.735, 1.311], [-2.922, -2.280, 1.581], [-2.682, -1.539, 1.020], [3.760, -0.857, 2.540], [4.024, 0.516, 2.577], [3.234, -0.059, 2.579]],
  "total_charge": 2,
  "e_homo_ev": -17.51,
  "spin_multiplicity": 1
}

Entry 3:
{
  "formula": "C5H3ClS",
  "method": "ωB97M-V/def2-TZVPD",
  "species": ["C", "C", "C", "C", "C", "S", "Cl", "H", "H", "H"],
  "coordinates": [[1.037, 0.979, -0.781], [0.018, -1.353, -0.897], [0.025, 0.784, 0.070], [-0.554, -0.548, 0.003], [-0.805, 0.293, 1.144], [1.252, -0.459, -1.768], [-0.129, -0.071, 2.711], [1.669, 1.826, -0.959], [-0.169, -2.374, -1.163], [-2.344, 0.924, 1.640]],
  "e_homo_ev": -8.97,
  "spin_multiplicity": 1
}

Entry 4:
{
  "formula": "C33H52AsN5OSSi4Sr",
  "method": "ωB97M-V/def2-TZVPD",
  "species": ["Sr", "O", "C", "C", "C", "C", "C", "C", "C", "N", "C", "C", "N", "H", "H", "H", "H", "H", "H", "H", "C", "C", "C", "C", "N", "C", "C", "C", "C", "C", "C", "N", "H", "H", "H", "H", "H", "H", "H", "H", "C", "Si", "C", "C", "C", "Si", "C", "C", "C", "H", "H", "H", "H", "H", "H", "H", "H", "H", "H", "H", "H", "H", "H", "H", "H", "H", "H", "H", "C", "Si", "C", "C", "As", "Si", "C", "C", "C", "H", "H", "H", "H", "H", "H", "H", "H", "H", "H", "H", "H", "H", "H", "H", "H", "H", "H", "S", "C", "N"],
  "coordinates": [[-0.628, 0.053, -0.121], [-1.729, 1.338, 1.265], [-1.885, 1.899, 2.406], [-3.090, 2.581, 2.731], [-3.298, 3.166, 3.958], [-2.312, 3.113, 4.951], [-1.119, 2.483, 4.654], [-0.873, 1.895, 3.411], [0.438, 1.306, 3.125], [0.770, 0.454, 2.169], [2.118, 0.212, 2.303], [2.621, 0.920, 3.346], [1.544, 1.607, 3.864], [-3.850, 2.619, 1.958], [-4.236, 3.671, 4.158], [-2.476, 3.548, 5.928], [-0.363, 2.423, 5.432], [2.629, -0.451, 1.626], [3.611, 1.003, 3.757], [1.578, 2.288, 4.600], [-0.342, -4.066, 2.547], [-1.627, -4.575, 2.574], [-2.638, -3.898, 1.914], [-2.342, -2.716, 1.247], [-1.090, -2.254, 1.185], [-0.122, -2.909, 1.818], [-3.388, -1.893, 0.571], [-4.740, -2.090, 0.791], [-5.656, -1.243, 0.179], [-5.198, -0.225, -0.627], [-3.826, -0.102, -0.796], [-2.946, -0.913, -0.225], [0.480, -4.558, 3.049], [-1.841, -5.499, 3.098], [-3.640, -4.303, 1.902], [0.871, -2.490, 1.717], [-5.079, -2.876, 1.450], [-6.717, -1.385, 0.344], [-5.866, 0.453, -1.136], [-3.425, 0.680, -1.428], [2.850, 4.174, 0.595], [2.084, 3.344, -0.940], [2.610, 4.428, -2.407], [3.114, 1.773, -1.137], [0.314, 3.087, -0.768], [-0.921, 3.950, -1.750], [-0.677, 3.800, -3.616], [-2.680, 3.351, -1.381], [-0.985, 5.839, -1.451], [3.936, 4.299, 0.497], [2.660, 3.552, 1.479], [2.403, 5.157, 0.776], [3.685, 4.637, -2.378], [2.076, 5.384, -2.413], [2.394, 3.922, -3.352], [4.194, 1.966, -1.177], [2.826, 1.234, -2.043], [2.922, 1.102, -0.293], [0.005, 2.987, 0.282], [-0.725, 2.751, -3.924], [0.292, 4.201, -3.922], [-1.454, 4.347, -4.162], [-2.968, 2.576, -2.099], [-3.420, 4.157, -1.448], [-2.726, 2.925, -0.374], [-0.006, 6.284, -1.662], [-1.221, 6.048, -0.402], [-1.731, 6.344, -2.079], [4.461, -3.742, -1.511], [3.527, -2.515, -0.392], [4.859, -1.197, -0.104], [3.421, -3.466, 1.255], [1.704, -1.630, -1.487], [0.718, -3.668, -2.015], [1.345, -4.243, -3.706], [1.008, -5.171, -0.889], [-1.149, -3.528, -2.192], [5.461, -3.959, -1.117], [4.565, -3.312, -2.510], [3.929, -4.692, -1.619], [5.816, -1.673, 0.137], [4.622, -0.492, 0.697], [4.980, -0.611, -1.019], [4.384, -3.943, 1.468], [2.661, -4.251, 1.199], [3.169, -2.818, 2.102], [2.436, -4.323, -3.707], [1.068, -3.504, -4.463], [0.923, -5.212, -3.999], [2.071, -5.372, -0.745], [0.551, -6.066, -1.327], [0.563, -5.015, 0.099], [-1.427, -2.593, -2.691], [-1.644, -3.540, -1.216], [-1.557, -4.351, -2.788], [-2.443, -0.289, -4.062], [-4.034, -0.712, -3.847], [-5.157, -1.000, -3.699]],
  "total_charge": -2,
  "e_homo_ev": -1.36,
  "spin_multiplicity": 1
}

Calculated E, -134629.470; -12973.286; -28585.277; -148592.021 eV (same order as the records).
Calculated relative energy (zero: lowest compared OMol25 entry of this formula, charge and spin), 0.171; 0.714; 4.473; 0.183 eV (same order as the records).
Calculated gap between HOMO and LUMO, 6.9; 11.3; 8.7; 5.2 eV (same order as the records).